Density functional theory data (ωB97M-V with the def2-TZVPD basis set) for a 11-piece molecular cluster, C38H98O31P6 overall in a non-equilibrium geometry.

Last column: Löwdin spin population.
Geometry (Å):
C: 9.7974 -0.7774 2.4460  0.000
O: 8.5016 -1.0720 2.0323  0.000
P: 7.2642 -0.1804 2.6252  0.000
O: 7.1394 1.2119 2.0469  0.000
O: 5.9349 -1.0881 2.4158  0.000
C: 5.1787 -0.9286 1.3301  0.000
O: 7.4869 -0.2081 4.2303  0.000
C: 7.0111 0.7640 5.0872  0.000
H: 10.3583 -1.6400 2.8060  0.000
H: 9.9438 0.0973 3.0796  0.000
H: 10.3970 -0.6775 1.5413  0.000
H: 5.1617 0.0133 0.7817  0.000
H: 4.1806 -1.2364 1.6418  0.000
H: 5.5340 -1.4813 0.4605  0.000
H: 6.6601 1.6760 4.6045  0.000
H: 7.8082 0.8709 5.8230  0.000
H: 6.1237 0.3097 5.5279  0.000
C: 1.3671 0.6843 4.9675  0.000
O: 0.3281 0.5813 5.9330  0.000
P: 0.7397 0.4861 7.5245  0.000
O: 1.9265 1.2727 7.8946  0.000
O: 0.9029 -1.1527 7.7433  0.000
C: 1.6157 -1.5737 8.9429  0.000
O: -0.5899 0.8023 8.3252  0.000
C: -1.8917 0.5045 7.7967  0.000
H: 1.3636 -0.0657 4.1765  0.000
H: 2.3704 0.7785 5.3827  0.000
H: 1.0996 1.6704 4.5879  0.000
H: 2.4345 -2.2047 8.5972  0.000
H: 1.0474 -2.3214 9.4962  0.000
H: 2.0747 -0.7374 9.4700  0.000
H: -2.0279 -0.4452 7.2793  0.000
H: -1.9848 1.3266 7.0871  0.000
H: -2.6775 0.5330 8.5515  0.000
C: 2.2502 4.4041 -5.3697  0.000
O: 2.6034 3.2893 -6.1996  0.000
P: 1.4909 2.2157 -6.5832  0.000
O: 0.2242 2.8719 -7.0206  0.000
O: 1.4510 1.1461 -5.3621  0.000
C: 0.3965 0.2192 -5.3043  0.000
O: 2.3336 1.3687 -7.6985  0.000
C: 3.6806 1.0711 -7.5056  0.000
H: 2.9244 4.4771 -4.5164  0.000
H: 1.1965 4.4299 -5.0919  0.000
H: 2.2287 5.3094 -5.9764  0.000
H: -0.3444 0.0411 -6.0837  0.000
H: -0.2243 0.1728 -4.4096  0.000
H: 0.9706 -0.7055 -5.2461  0.000
H: 3.7676 -0.0154 -7.5110  0.000
H: 4.1221 1.3151 -6.5394  0.000
H: 4.2751 1.5267 -8.2975  0.000
C: 1.4446 2.7833 -1.4917  0.000
O: 0.5157 2.4770 -0.4481  0.000
P: -0.2783 1.0561 -0.4920  0.000
O: -0.8709 0.6411 -1.8131  0.004
O: 0.8873 0.0947 0.0456  0.000
C: 1.3636 0.0261 1.3887  0.000
O: -1.3804 1.0785 0.7468  0.001
C: -2.0014 0.0604 1.3138  0.001
H: 2.4078 2.3168 -1.2852  0.000
H: 1.5810 3.8632 -1.4335  0.000
H: 0.9903 2.5786 -2.4611  0.000
H: 0.7994 0.7605 1.9635  0.000
H: 2.4208 0.2643 1.5052  0.000
H: 1.1228 -0.9331 1.8470  0.000
H: -1.9334 0.1163 2.4002  0.000
H: -1.3580 -0.7992 1.1258  0.001
H: -3.0157 -0.1820 0.9969  0.000
C: 5.2298 -4.3348 -1.2605  0.000
O: 4.1578 -3.6090 -1.7853  0.000
P: 2.7294 -3.5263 -0.9672  0.000
O: 2.7075 -3.4543 0.5162  0.000
O: 1.9614 -2.2875 -1.7896  0.003
C: 2.6812 -1.3862 -2.6134  0.000
O: 2.0713 -4.8163 -1.6927  0.000
C: 1.7392 -6.0030 -1.0642  0.000
H: 5.1326 -4.7774 -0.2692  0.000
H: 6.0582 -3.6298 -1.3312  0.000
H: 5.1981 -5.2520 -1.8486  0.000
H: 2.2676 -0.4108 -2.3574  0.000
H: 2.5610 -1.6106 -3.6732  0.000
H: 3.7512 -1.2496 -2.4564  0.000
H: 2.5540 -6.5020 -0.5398  0.000
H: 1.3828 -6.7201 -1.8037  0.000
H: 0.9899 -5.8777 -0.2826  0.000
C: -1.9129 4.4009 0.1658  0.000
O: -2.8536 5.2146 0.6010  0.000
P: -4.3020 5.3180 -0.0483  0.000
O: -4.3564 5.5048 -1.5428  0.000
O: -4.9751 3.9243 0.4516  0.000
C: -6.2265 3.5498 -0.0774  0.000
O: -5.0189 6.5073 0.6959  0.000
C: -4.6160 7.1420 1.9233  0.000
H: -1.1703 5.1394 -0.1362  0.000
H: -2.2496 3.8553 -0.7157  0.000
H: -1.5040 3.7789 0.9621  0.000
H: -6.0677 2.5977 -0.5836  0.000
H: -6.5080 4.3620 -0.7476  0.000
H: -7.0149 3.3087 0.6357  0.000
H: -5.5569 7.5944 2.2367  0.000
H: -3.8976 7.9379 1.7270  0.000
H: -4.3577 6.4760 2.7466  0.000
C: -3.2942 -2.2675 -1.0453  0.094
O: -2.3129 -2.9881 -0.3291  0.657
C: -1.2124 -3.5818 -1.0987  0.058
C: -1.5743 -4.3445 -2.3302  0.021
O: -2.3482 -5.4398 -1.8343  0.009
C: -2.7323 -6.2818 -2.8876  0.003
H: -2.7301 -1.4803 -1.5455  0.049
H: -4.0900 -1.9159 -0.3886  0.000
H: -3.7398 -2.8051 -1.8823  0.033
H: -0.5359 -4.2357 -0.5484  0.003
H: -0.5519 -2.7653 -1.3908  0.040
H: -0.6327 -4.5834 -2.8247  -0.001
H: -1.9853 -3.7337 -3.1340  0.000
H: -1.8410 -6.5835 -3.4377  0.001
H: -3.5718 -5.8272 -3.4137  0.000
H: -3.2572 -7.0568 -2.3291  0.001
C: -7.0183 -2.2680 2.0854  0.000
O: -7.0256 -0.8600 2.3503  0.000
C: -6.2445 -0.1205 1.4061  0.000
C: -6.7764 -0.2643 -0.0591  0.000
O: -8.1363 -0.0402 -0.0705  0.000
C: -8.9423 -0.6106 -1.1330  0.000
H: -7.5784 -2.6037 1.2127  0.000
H: -7.4545 -2.7951 2.9339  0.000
H: -6.0176 -2.6911 1.9974  0.000
H: -5.1566 -0.1856 1.3894  0.000
H: -6.2636 0.9264 1.7088  0.000
H: -6.5870 -1.3062 -0.3174  0.000
H: -6.1670 0.2452 -0.8055  0.000
H: -9.4761 -1.4975 -0.7917  0.000
H: -8.3737 -0.7741 -2.0485  0.000
H: -9.7956 0.0380 -1.3312  0.000
C: -1.6569 -3.7099 4.5278  0.000
C: -2.6932 -2.9079 5.3441  0.000
C: -3.5740 -2.1549 4.2944  0.001
O: -2.6615 -2.2187 3.2026  0.008
C: -1.8318 -3.3777 3.0295  0.002
H: -1.8545 -4.7793 4.6028  0.000
H: -0.7043 -3.3667 4.9312  0.000
H: -2.1677 -2.1133 5.8738  0.000
H: -3.3444 -3.4674 6.0157  0.000
H: -3.7555 -1.0873 4.4181  0.000
H: -4.5518 -2.6045 4.1216  0.000
H: -0.8818 -3.3674 2.4953  0.000
H: -2.3562 -4.0914 2.3941  0.001
C: 6.2967 2.5828 -3.4798  0.000
C: 7.4914 1.8104 -2.9165  0.000
C: 7.0233 1.3289 -1.5427  0.000
O: 5.6998 1.0102 -1.8087  0.000
C: 5.1281 1.8670 -2.8609  0.000
H: 6.1711 2.6680 -4.5591  0.000
H: 6.2228 3.6113 -3.1265  0.000
H: 8.4182 2.3832 -2.9489  0.000
H: 7.7161 0.9667 -3.5690  0.000
H: 6.9678 2.2050 -0.8967  0.000
H: 7.5474 0.4590 -1.1467  0.000
H: 4.4649 2.5981 -2.3987  0.000
H: 4.6116 1.1821 -3.5334  0.000
C: -2.8294 2.5612 -3.4744  0.001
C: -3.4657 3.0638 -4.7679  0.000
C: -4.7896 2.2371 -4.7597  0.000
O: -4.4451 0.9941 -4.2959  0.002
C: -3.3630 1.1168 -3.4092  0.002
H: -3.1955 3.1956 -2.6672  0.000
H: -1.7394 2.5607 -3.4766  0.000
H: -2.8667 2.7686 -5.6294  0.000
H: -3.6315 4.1409 -4.7454  0.000
H: -5.3529 2.1966 -5.6920  0.000
H: -5.5295 2.6851 -4.0965  0.000
H: -2.6217 0.3702 -3.6941  0.000
H: -3.6794 1.0838 -2.3667  0.001

Calculated values
* max |F|: 7.0 eV/A
* <S²>: 0.75
* 2S+1: 2
* HOMO (alpha / beta): -11.1 / -11.0 eV
* total charge: +1
* orbital gap (alpha / beta): 9.025 / 2.802 eV
* energy: -5887.0564 hartree

Density functional theory data (ωB97M-V with the def2-TZVPD basis set) for C39H100Ag3N4O17P as an isolated structure in a non-equilibrium geometry.

Last column: Löwdin charge in e.
Geometry (Å):
Ag: -2.2763 0.3319 -2.5130  0.802
Ag: 1.4143 -2.0150 -0.3448  0.828
Ag: -1.2365 1.3856 2.4127  0.788
P: -0.7369 -0.1262 -0.0577  -0.032
O: 0.2825 -0.0180 1.0632  -0.427
O: -0.0268 -0.2788 -1.4350  -0.437
O: -1.4924 1.2162 0.0369  -0.446
O: -1.6706 -1.4239 0.0735  -0.416
C: 1.0177 -2.7586 -3.4860  -0.113
O: 1.5218 -3.5266 -2.4515  -0.225
C: 2.9030 -3.7015 -2.5015  -0.240
C: 3.5130 -4.0841 -1.1700  -0.190
N: 3.4515 -2.9315 -0.2663  -0.135
C: 3.7472 -3.1958 1.1670  -0.168
C: 5.2158 -3.5723 1.3921  -0.189
O: 5.9953 -2.3521 1.2226  -0.219
C: 7.3280 -2.5897 1.6450  -0.122
H: -0.0801 -2.7411 -3.5214  0.072
H: 1.3228 -3.2710 -4.3960  0.093
H: 1.3509 -1.7212 -3.5316  0.080
H: 3.3603 -2.7394 -2.7909  0.106
H: 3.1238 -4.4374 -3.3083  0.138
H: 4.4841 -4.5469 -1.4163  0.124
H: 2.8745 -4.8023 -0.6522  0.108
H: 4.0861 -2.1561 -0.5961  0.093
H: 3.0882 -3.9793 1.5692  0.121
H: 3.6288 -2.2213 1.6523  0.124
H: 5.6264 -4.3348 0.7112  0.122
H: 5.3456 -3.8633 2.4557  0.122
H: 7.1278 -3.0595 2.6067  0.069
H: 7.8952 -1.6626 1.8068  0.097
H: 7.9031 -3.3508 1.0952  0.089
C: -7.9771 -0.3045 -2.6449  -0.103
O: -7.1061 -0.0940 -1.5419  -0.214
C: -5.8513 -0.7482 -1.6830  -0.249
C: -4.9344 -0.2688 -0.6437  -0.210
N: -4.1890 0.9042 -1.1055  -0.082
C: -5.1157 2.0530 -1.3233  -0.177
C: -4.4661 3.4105 -1.2602  -0.234
O: -5.4594 4.4082 -1.1776  -0.186
C: -4.8690 5.6934 -1.0572  -0.104
H: -7.6197 0.2109 -3.5414  0.086
H: -8.9868 -0.0263 -2.3229  0.092
H: -7.9918 -1.3586 -2.9058  0.077
H: -5.4666 -0.5956 -2.7071  0.127
H: -6.0593 -1.8252 -1.5804  0.127
H: -4.1906 -1.0519 -0.4782  0.099
H: -5.4973 -0.0823 0.3033  0.135
H: -3.5162 1.1412 -0.3414  0.062
H: -5.9644 2.0420 -0.6102  0.123
H: -5.5789 1.8913 -2.2911  0.116
H: -3.8177 3.6725 -2.1282  0.126
H: -3.7756 3.4738 -0.3847  0.108
H: -4.3382 6.0030 -1.9703  0.092
H: -4.1354 5.6842 -0.2457  0.053
H: -5.6878 6.3869 -0.7974  0.099
C: 1.8010 3.2065 6.5597  -0.127
O: 1.5330 3.4047 5.1941  -0.197
C: 1.4846 2.1767 4.4421  -0.223
C: 1.5982 2.5137 2.9662  -0.216
N: 0.3648 3.1500 2.5127  -0.091
C: 0.3952 3.6600 1.0954  -0.184
C: -0.7885 4.5442 0.7191  -0.184
O: -0.6697 5.8142 1.4448  -0.197
C: -1.7458 6.6807 1.1226  -0.123
H: 1.0250 2.6029 7.0284  0.079
H: 1.8250 4.1565 7.1197  0.090
H: 2.7643 2.6909 6.6927  0.087
H: 0.5439 1.6186 4.6222  0.101
H: 2.3189 1.5259 4.7054  0.123
H: 1.7769 1.5889 2.3966  0.109
H: 2.4826 3.1746 2.8912  0.128
H: 0.1907 3.9755 3.1071  0.121
H: 0.4708 2.7695 0.4530  0.087
H: 1.3304 4.2507 0.9593  0.127
H: -1.7139 4.0095 0.9660  0.092
H: -0.8499 4.8414 -0.3573  0.126
H: -1.5579 7.6064 1.6383  0.082
H: -2.6784 6.2596 1.5547  0.065
H: -1.9100 6.8479 0.0489  0.085
C: 2.9533 1.6506 -0.7578  -0.113
O: 4.0771 1.1974 -1.4477  -0.181
C: 3.7480 0.2566 -2.4830  -0.204
C: 5.0810 -0.3613 -2.8630  -0.197
N: 5.5859 -1.0612 -1.6528  -0.050
C: 6.9251 -1.6936 -1.9096  -0.169
C: 8.1136 -0.7271 -2.1341  -0.211
O: 8.1484 0.0728 -0.9507  -0.204
C: 9.1942 1.0125 -1.0202  -0.116
H: 2.3434 0.8862 -0.2716  0.060
H: 2.2571 2.1820 -1.4166  0.080
H: 3.3162 2.3340 0.0040  0.087
H: 3.3042 0.7459 -3.3436  0.114
H: 3.0643 -0.5239 -2.0571  0.097
H: 5.7924 0.4369 -3.1774  0.123
H: 4.9646 -1.0594 -3.6926  0.114
H: 5.8135 -0.2865 -1.0234  0.102
H: 6.7360 -2.3039 -2.7884  0.109
H: 7.1587 -2.3431 -1.0795  0.086
H: 7.9719 -0.0541 -3.0296  0.124
H: 9.0465 -1.3020 -2.3169  0.126
H: 10.1400 0.4917 -1.1991  0.084
H: 9.2378 1.4988 -0.0422  0.091
H: 9.0526 1.7602 -1.8185  0.092
C: 0.1594 2.7252 -5.3362  -0.059
C: 0.4014 2.1798 -3.9580  -0.485
C: -0.3612 3.0506 -2.9693  -0.080
O: -0.1293 0.8390 -3.7784  -0.135
H: 0.7055 2.0692 -6.0218  0.082
H: 0.5220 3.7507 -5.3501  0.084
H: -0.9131 2.6597 -5.5545  0.087
H: 1.4720 2.1945 -3.7053  0.121
H: -0.2297 2.6438 -1.9719  0.049
H: -1.4298 3.0768 -3.2265  0.073
H: 0.0249 4.0669 -2.9433  0.080
H: 0.0597 0.4909 -2.8730  -0.011
C: 0.1217 -5.7185 0.8884  -0.055
C: -0.9362 -4.5894 0.8733  -0.465
C: -2.0114 -4.9573 1.9448  -0.053
O: -0.3002 -3.3750 1.1914  -0.122
H: -0.2742 -6.6803 0.5572  0.078
H: 0.7124 -5.7887 1.8073  0.080
H: 0.8638 -5.4068 0.1469  0.045
H: -1.3893 -4.5301 -0.1423  0.128
H: -2.8040 -4.2129 1.8404  0.068
H: -1.6537 -4.9372 2.9769  0.073
H: -2.4892 -5.9285 1.8029  0.070
H: -0.8598 -2.6120 0.9297  -0.003
C: -0.3046 -1.5450 5.9109  -0.053
C: -0.3394 -1.7704 4.3836  -0.447
C: -1.7612 -1.5775 3.8313  -0.066
O: 0.4978 -0.7419 3.7756  -0.105
H: -0.9895 -2.2859 6.3265  0.077
H: -0.6345 -0.5366 6.1422  0.071
H: 0.6958 -1.7509 6.2387  0.065
H: -0.0182 -2.8005 4.1579  0.129
H: -2.1423 -0.5880 4.1345  0.060
H: -2.5017 -2.3458 4.0745  0.080
H: -1.6844 -1.5422 2.7344  0.050
H: 0.3867 -0.8024 2.8062  0.021
C: -3.7291 -4.4593 -2.2052  -0.056
C: -2.7095 -3.5131 -2.8051  -0.537
C: -2.7966 -3.4512 -4.3424  -0.038
O: -2.8414 -2.2212 -2.2816  -0.129
H: -3.4782 -5.5232 -2.3989  0.088
H: -4.7186 -4.2139 -2.5934  0.076
H: -3.6664 -4.3191 -1.1093  0.077
H: -1.6977 -3.9024 -2.5491  0.125
H: -2.8665 -4.4582 -4.7502  0.082
H: -1.8770 -2.9786 -4.6986  0.062
H: -3.6338 -2.7872 -4.5144  0.076
H: -2.3461 -2.0676 -1.4219  0.040
C: -5.6122 1.8832 2.7662  -0.054
C: -4.2400 2.5268 2.5411  -0.440
C: -4.3233 4.0589 2.8140  -0.037
O: -3.2300 1.9161 3.3851  -0.138
H: -6.3545 2.1367 2.0074  0.080
H: -6.0479 2.0985 3.7568  0.083
H: -5.4972 0.7835 2.7693  0.083
H: -3.9273 2.3381 1.5087  0.101
H: -3.3484 4.5662 2.7750  0.060
H: -4.7175 4.1424 3.8370  0.082
H: -4.9926 4.5777 2.1027  0.088
H: -3.3249 2.1720 4.3176  0.109

Calculated values
* max |F|: 2.2 eV/A
* 2S+1: 1
* HOMO: -7.6 eV
* orbital gap: 8.198 eV
* energy: -3826.3087 hartree